{"formula": "C29H26Cl5IrN3O5", "method": "wB97M-V/def2-TZVPD", "spin_multiplicity": 2, "energy_ev": -110639.168, "s_squared": 0.78, "homo_ha": [-0.4998, -0.5006], "e_above_lowest_kcal_mol": 11.11, "gap_ev": [7.3089, 5.2545], "charge": 2, "symbols": ["Ir", "N", "C", "C", "C", "O", "O", "H", "H", "H", "H", "H", "H", "Cl", "C", "C", "Cl", "C", "Cl", "C", "O", "C", "Cl", "C", "Cl", "C", "O", "C", "C", "C", "C", "C", "C", "N", "C", "C", "C", "C", "C", "C", "C", "O", "H", "H", "H", "H", "H", "H", "H", "H", "H", "H", "H", "H", "H", "N", "C", "C", "C", "C", "C", "C", "H", "H", "H", "H", "H", "H", "H"], "coordinates": [[0.1140, 0.5987, 0.5798], [0.3538, -0.2783, 2.3689], [-0.8365, -1.0228, 2.8746], [-1.1746, -2.1543, 1.9178], [-1.6433, -1.6291, 0.5622], [-2.8081, -1.6897, 0.2447], [-0.6988, -1.0916, -0.1916], [1.1365, -0.9275, 2.2615], [0.6610, 0.4079, 3.0560], [-1.6526, -0.3081, 2.9774], [-0.5864, -1.4139, 3.8628], [-1.9649, -2.7654, 2.3478], [-0.2920, -2.7834, 1.7745], [6.1860, -1.4364, -3.1543], [5.0023, -0.9848, -2.0543], [3.6606, -0.8053, -2.4997], [3.2757, -1.0559, -4.1384], [2.6921, -0.4332, -1.6051], [1.0610, -0.2205, -2.0711], [3.0164, -0.2158, -0.2283], [2.1587, 0.1889, 0.5832], [4.3804, -0.4209, 0.2063], [4.7207, -0.1766, 1.8587], [5.3505, -0.7923, -0.6856], [6.9590, -1.0266, -0.1822], [-2.3696, 1.4168, 5.9015], [-2.7451, 1.3345, 4.5216], [-2.5277, 2.4266, 3.7421], [-1.7337, 3.5135, 4.0877], [-1.6140, 4.5806, 3.2044], [-2.2814, 4.5776, 1.9865], [-3.0709, 3.4927, 1.6386], [-3.1776, 2.4206, 2.5047], [-4.0290, 1.3086, 2.2483], [-4.4042, 0.7508, 1.1326], [-3.8907, 0.8916, -0.1900], [-4.7642, 0.5503, -1.2408], [-4.3402, 0.5557, -2.5466], [-3.0071, 0.8551, -2.8245], [-2.1209, 1.1488, -1.8065], [-2.5340, 1.1606, -0.4771], [-1.6756, 1.4140, 0.5181], [-2.7469, 0.5127, 6.3682], [-2.8212, 2.2906, 6.3708], [-1.2837, 1.4579, 6.0072], [-1.2408, 3.5503, 5.0489], [-1.0167, 5.4366, 3.4897], [-2.2139, 5.4286, 1.3232], [-3.6155, 3.4862, 0.7028], [-4.4615, 0.9451, 3.0916], [-5.2346, 0.0614, 1.2496], [-5.7886, 0.2890, -1.0055], [-5.0242, 0.3126, -3.3464], [-2.6590, 0.8474, -3.8491], [-1.0817, 1.3652, -2.0318], [0.7908, 2.5040, 1.2035], [1.8866, 3.0625, 0.4218], [1.7014, 3.2636, -0.9368], [2.7527, 3.7459, -1.7012], [3.9794, 4.0159, -1.1070], [4.1502, 3.8148, 0.2552], [3.0990, 3.3381, 1.0283], [1.0464, 2.5382, 2.1883], [-0.0473, 3.0883, 1.1272], [0.7394, 3.0622, -1.3943], [2.6119, 3.9180, -2.7601], [4.7964, 4.3980, -1.7038], [5.1000, 4.0366, 0.7230], [3.2327, 3.1779, 2.0928]], "atomic_forces_ev_per_a": [[1.039, 0.186, -0.486], [-0.244, 0.337, 0.246], [0.042, -0.080, -0.016], [0.025, 0.024, -0.029], [-0.200, 0.052, 0.218], [0.153, -0.210, -0.043], [-0.106, -0.192, 0.331], [-0.002, 0.034, -0.026], [-0.079, -0.060, 0.114], [0.033, -0.027, -0.001], [-0.021, 0.003, 0.003], [-0.011, 0.016, 0.011], [-0.021, -0.047, 0.008], [-0.009, 0.003, 0.002], [-0.011, -0.003, 0.065], [-0.041, -0.012, -0.045], [-0.003, 0.010, 0.013], [0.153, -0.090, -0.391], [0.482, 0.131, -0.530], [0.245, 0.066, -0.554], [-0.431, -0.426, 1.020], [-0.038, 0.066, 0.112], [-0.046, 0.001, -0.087], [-0.044, -0.021, -0.098], [-0.047, 0.013, -0.001], [0.003, -0.003, -0.012], [-0.007, 0.024, -0.009], [-0.015, 0.003, 0.004], [0.019, -0.027, 0.014], [0.014, 0.008, -0.018], [0.013, -0.003, 0.008], [-0.055, 0.053, 0.022], [-0.020, 0.030, 0.036], [0.002, 0.023, 0.120], [0.035, -0.026, -0.192], [0.008, 0.097, 0.094], [-0.010, -0.014, -0.045], [-0.056, -0.026, 0.020], [0.053, 0.025, 0.037], [-0.066, 0.042, -0.041], [0.092, 0.066, -0.039], [-0.491, -0.198, 0.131], [0.004, 0.005, -0.001], [0.001, 0.003, 0.003], [-0.011, 0.000, 0.005], [-0.008, 0.006, -0.005], [0.002, 0.000, 0.004], [0.000, 0.006, -0.001], [0.015, 0.000, 0.026], [-0.027, 0.022, -0.005], [-0.006, 0.012, -0.002], [0.001, 0.004, -0.004], [-0.004, 0.000, 0.005], [0.002, 0.001, -0.003], [-0.070, 0.078, -0.011], [-0.257, -0.010, 0.103], [0.006, 0.023, -0.035], [-0.020, 0.005, 0.021], [0.031, -0.005, -0.006], [-0.006, 0.002, -0.003], [-0.009, -0.007, 0.008], [0.011, -0.078, -0.024], [0.026, 0.034, -0.012], [0.036, 0.046, -0.007], [-0.045, -0.001, -0.017], [-0.004, 0.002, 0.010], [-0.001, -0.004, 0.003], [-0.003, 0.001, 0.000], [-0.001, 0.011, -0.010]]}

{"formula": "C29H26CsIN4O2Se", "method": "wB97M-V/def2-TZVPD", "energy_ev": -114544.641, "homo_ha": 0.0124, "e_above_lowest_kcal_mol": 60.86, "gap_ev": 3.0424, "charge": -2, "symbols": ["Cs", "C", "C", "C", "C", "C", "C", "N", "C", "C", "C", "C", "C", "N", "C", "C", "C", "C", "C", "C", "N", "H", "H", "H", "H", "H", "H", "H", "H", "H", "H", "H", "H", "H", "H", "H", "I", "C", "C", "C", "C", "C", "C", "C", "C", "C", "C", "H", "H", "H", "H", "H", "H", "N", "C", "C", "O", "O", "H", "H", "H", "H", "H", "Se"], "coordinates": [[0.7777, 0.9128, -0.1761], [0.7468, -1.1898, 2.8580], [1.0000, 0.1686, 3.4269], [1.8336, 0.3453, 4.5334], [2.0952, 1.6389, 4.9681], [1.4867, 2.7023, 4.3341], [0.6118, 2.4397, 3.2685], [0.4130, 1.1904, 2.8311], [-0.1528, 3.4919, 2.6028], [-0.4827, 4.6910, 3.2554], [-1.2609, 5.6088, 2.5825], [-1.6897, 5.3306, 1.2920], [-1.3249, 4.1082, 0.7087], [-0.5738, 3.2363, 1.3630], [-1.7522, 3.7206, -0.6509], [-2.2298, 4.6517, -1.5692], [-2.5259, 4.2247, -2.8573], [-2.3875, 2.8925, -3.1774], [-1.9567, 2.0120, -2.1776], [-1.8584, 0.5608, -2.4827], [-1.6382, 2.4274, -0.9631], [1.0160, -1.9730, 3.5653], [1.3401, -1.3156, 1.9521], [-0.2964, -1.2999, 2.5711], [2.2724, -0.5043, 5.0367], [2.7838, 1.8055, 5.7876], [1.7013, 3.7150, 4.6414], [-0.1736, 4.8673, 4.2750], [-1.5423, 6.5408, 3.0596], [-2.3137, 6.0430, 0.7760], [-2.3367, 5.6951, -1.3090], [-2.8590, 4.9362, -3.5992], [-2.5428, 2.5250, -4.1781], [-2.8575, 0.1450, -2.6059], [-1.3393, 0.0295, -1.6866], [-1.3314, 0.4450, -3.4293], [-2.8333, -2.6529, 1.0418], [-2.0908, -4.5579, 0.4122], [-2.9548, -5.6101, 0.3336], [-2.4612, -6.8671, -0.0484], [-1.1392, -7.0213, -0.3586], [-0.2499, -5.9274, -0.3112], [1.1028, -6.0347, -0.6765], [1.9228, -4.9385, -0.6095], [1.4381, -3.7036, -0.1518], [0.1219, -3.5145, 0.2159], [-0.7239, -4.6448, 0.1106], [-4.0045, -5.4837, 0.5583], [-3.1446, -7.7066, -0.0925], [-0.7562, -7.9928, -0.6558], [1.4784, -6.9900, -1.0253], [2.9615, -5.0263, -0.9127], [2.1330, -2.8733, -0.1171], [2.3514, -0.1356, -4.0003], [3.3033, 0.7301, -3.3114], [3.0823, 0.5161, -1.7722], [3.5455, 1.3552, -0.9994], [2.4232, -0.5000, -1.4826], [1.5375, 0.4526, -4.4119], [1.9743, -0.7483, -3.2486], [2.7255, -0.6643, -4.7808], [3.1096, 1.7734, -3.5513], [4.3365, 0.4895, -3.5737], [0.1592, 1.4567, -5.4092]], "atomic_forces_ev_per_a": [[-1.263, 0.415, 1.016], [-0.034, 0.161, 0.066], [0.298, -0.496, 0.519], [0.058, 0.528, 0.116], [0.048, -0.548, -0.045], [-0.354, 0.188, -0.455], [0.859, -0.951, 0.860], [-0.368, 0.713, 0.021], [-0.817, 1.178, -0.435], [0.254, -0.632, -0.026], [-0.151, 0.123, -0.452], [0.122, -0.061, 0.354], [-0.159, 0.516, 0.241], [0.314, -0.150, 0.507], [-0.302, 0.361, -0.673], [0.168, -0.074, 0.250], [-0.158, -0.121, 0.049], [0.175, 0.280, 0.017], [-0.237, -0.080, -0.215], [-0.029, -0.039, 0.181], [-0.156, 0.056, 0.229], [0.028, -0.049, -0.091], [-0.022, -0.239, -0.063], [-0.002, -0.093, -0.091], [0.036, -0.070, -0.074], [-0.036, 0.041, 0.032], [-0.038, 0.080, -0.005], [0.036, 0.011, 0.042], [-0.015, -0.030, -0.011], [-0.048, -0.032, -0.107], [0.064, 0.054, 0.015], [0.016, 0.051, -0.087], [0.027, -0.111, -0.149], [-0.087, -0.139, 0.092], [-0.281, -0.169, -0.102], [0.242, -0.039, -0.300], [0.030, -0.421, -0.123], [-0.647, 0.379, 0.275], [-0.262, 0.253, 0.110], [0.116, -0.267, -0.073], [-0.112, -0.284, -0.060], [-0.216, 0.264, 0.099], [0.325, -0.177, -0.113], [0.151, -0.249, -0.062], [-0.228, -0.177, 0.011], [0.038, 1.030, 0.299], [0.571, -0.138, -0.150], [-0.031, 0.025, 0.046], [0.011, -0.069, -0.032], [0.000, -0.037, -0.032], [0.027, -0.080, -0.018], [0.086, -0.073, -0.040], [0.153, 0.140, -0.029], [0.734, -0.853, 0.522], [0.205, 0.087, 0.743], [1.240, -0.157, -1.544], [0.375, 0.634, 0.415], [0.496, -1.329, -0.413], [-1.133, 0.708, -0.735], [0.178, -0.058, -0.390], [-0.051, 0.022, 0.090], [-0.132, 0.018, -0.183], [-0.094, 0.001, 0.109], [-0.017, 0.174, 0.051]]}

{"formula": "C29H26N2O5", "method": "wB97M-V/def2-TZVPD", "energy_ev": -43712.417, "homo_ha": -0.2908, "e_above_lowest_kcal_mol": 39.56, "gap_ev": 7.2373, "charge": 0, "smiles": "COCCN1C=C2C(=O)[C@](C)(OC(=O)CCc3ccccc3)C(=O)C=C2C=C1c1ccc(C#N)cc1", "symbols": ["C", "H", "O", "C", "C", "N", "C", "C", "C", "C", "C", "O", "C", "C", "O", "C", "H", "H", "H", "O", "C", "O", "C", "C", "C", "C", "C", "C", "C", "C", "H", "H", "H", "H", "H", "H", "H", "H", "H", "H", "C", "C", "C", "C", "C", "C", "C", "C", "H", "H", "C", "N", "H", "H", "H", "H", "H", "H", "H", "H", "H", "H"], "coordinates": [[-3.1509, 2.9417, -1.6742], [-4.1243, 3.4312, -1.5525], [-3.1875, 1.9909, -2.7118], [-4.1012, 0.9335, -2.5390], [-3.3837, -0.3844, -2.1819], [-2.6249, -0.2482, -0.9590], [-1.3325, 0.1398, -1.0320], [-0.6107, 0.5456, 0.0482], [-1.2134, 0.5744, 1.3577], [-0.5230, 0.9423, 2.4726], [0.8594, 1.3119, 2.4398], [1.5548, 1.4611, 3.4274], [1.4714, 1.5915, 1.0489], [0.7966, 0.9037, -0.1355], [1.3926, 0.7331, -1.1782], [1.4328, 3.1046, 0.8120], [1.9717, 3.5986, 1.6168], [0.4022, 3.4518, 0.7967], [1.9118, 3.3338, -0.1372], [2.8471, 1.1956, 1.0668], [3.0113, -0.1217, 1.1596], [2.0859, -0.8969, 1.2053], [4.4662, -0.5030, 1.1260], [4.8536, -0.7905, -0.3371], [6.3028, -1.1733, -0.4226], [7.2789, -0.2066, -0.6263], [8.6172, -0.5546, -0.6730], [8.9969, -1.8761, -0.5123], [8.0315, -2.8467, -0.3052], [6.6941, -2.4961, -0.2595], [5.9426, -3.2562, -0.0993], [8.3219, -3.8798, -0.1797], [10.0414, -2.1490, -0.5493], [9.3661, 0.2070, -0.8356], [6.9860, 0.8259, -0.7533], [4.2235, -1.5990, -0.7127], [4.6598, 0.1015, -0.9355], [5.0667, 0.3173, 1.5175], [4.6168, -1.3975, 1.7305], [-0.9817, 0.8753, 3.4473], [-2.5799, 0.1375, 1.3904], [-3.2440, -0.2577, 0.2781], [-4.6360, -0.7392, 0.3826], [-4.9596, -2.0562, 0.0586], [-6.2546, -2.5123, 0.1967], [-7.2470, -1.6493, 0.6631], [-6.9272, -0.3353, 1.0050], [-5.6276, 0.1096, 0.8689], [-5.3728, 1.1246, 1.1368], [-7.6978, 0.3237, 1.3758], [-8.5787, -2.1095, 0.7949], [-9.6581, -2.4799, 0.8968], [-6.5056, -3.5334, -0.0480], [-4.1852, -2.7308, -0.2770], [-3.0835, 0.0977, 2.3439], [-0.8701, 0.1349, -2.0082], [-2.6895, -0.6316, -2.9865], [-4.1260, -1.1784, -2.0909], [-4.6216, 0.7887, -3.4922], [-4.8436, 1.1762, -1.7693], [-2.8486, 2.5061, -0.7153], [-2.4128, 3.6822, -1.9748]], "atomic_forces_ev_per_a": [[-0.018, 0.147, 0.108], [0.033, -0.007, 0.002], [0.100, -0.323, -0.180], [0.047, -0.275, -0.073], [-0.488, 0.538, -0.580], [0.130, -0.236, 0.186], [0.525, 0.280, 0.278], [-0.533, -0.237, -0.345], [0.502, 0.219, 0.161], [-0.512, -0.115, 0.053], [0.251, -0.092, -0.110], [-0.066, 0.061, -0.147], [0.307, 0.108, 0.068], [0.171, -0.027, -0.219], [-0.098, 0.127, 0.104], [0.206, -0.302, 0.004], [-0.024, 0.025, 0.079], [-0.094, 0.049, 0.005], [-0.009, 0.005, -0.082], [-0.210, 0.640, -0.091], [0.326, -0.527, 0.220], [0.005, -0.003, 0.055], [-0.221, 0.026, -0.165], [0.045, 0.015, 0.199], [-0.059, 0.004, -0.108], [-0.025, -0.025, -0.003], [0.089, 0.054, 0.006], [0.103, -0.025, -0.003], [0.048, -0.087, 0.028], [-0.013, 0.035, -0.012], [-0.095, -0.087, 0.008], [0.020, -0.077, 0.006], [0.076, -0.020, -0.007], [0.054, 0.057, -0.015], [-0.045, 0.117, -0.024], [-0.007, 0.055, -0.041], [-0.038, -0.045, -0.043], [0.023, -0.052, 0.029], [-0.042, 0.064, 0.016], [-0.076, 0.020, 0.107], [-0.286, -0.097, -0.271], [0.257, 0.223, 0.606], [-0.280, -0.100, 0.029], [0.008, 0.109, 0.080], [-0.093, 0.058, 0.020], [0.827, 0.337, -0.065], [-0.113, -0.205, -0.012], [0.159, -0.050, -0.077], [0.031, 0.086, 0.002], [-0.048, 0.031, 0.018], [-0.451, -0.153, 0.041], [-0.376, -0.132, 0.039], [-0.022, -0.057, -0.004], [0.066, -0.051, -0.053], [-0.110, -0.064, 0.049], [-0.023, -0.015, -0.069], [-0.042, -0.054, 0.100], [0.151, 0.044, -0.083], [-0.037, -0.020, 0.125], [0.009, -0.010, -0.043], [0.007, -0.015, 0.001], [-0.023, 0.050, 0.097]]}